Record 1
78
Properties=species:S:1:pos:R:3:forces:R:3:lowdin_charge:R:1 method="wB97M-V/def2-TZVPD" mol_weight_da=696.6 homo_lumo_gap_ha=0.345 lumo_energy_ev=-0.596 max_force_ev_per_a=6.6 e_tot_ev=-89122.8286 charge=0
C -1.220472 2.680715 -4.529014 0.737 -1.653 0.677 0.03
N -1.675822 3.939245 -3.907704 2.017 0.997 -2.124 -0.43
O -0.793332 4.800705 -3.780804 -1.460 -0.929 0.525 0.06
O -2.856612 4.087595 -3.782004 -1.031 0.376 0.870 0.07
H -0.158402 2.593425 -4.299884 -0.111 0.063 -0.294 0.07
H -1.418942 2.561505 -5.594144 -0.055 0.955 0.034 0.11
H -1.751132 1.836515 -4.088754 -0.143 0.222 0.316 0.09
C 3.471998 3.586095 -1.221434 -0.941 0.110 -0.702 0.01
N 4.123138 4.427045 -0.268714 1.433 -0.886 4.381 -0.44
O 3.994058 5.627655 -0.262644 0.166 -0.407 -0.404 0.10
O 4.775768 3.770315 0.603626 -0.872 1.711 -1.605 0.01
H 2.539238 4.082515 -1.489044 0.446 0.090 -0.721 0.11
H 3.190958 2.651625 -0.735764 0.618 -0.002 -0.121 0.07
H 4.265188 3.519705 -1.966114 -0.775 -0.519 -0.641 0.13
C 2.893278 0.512825 2.996956 -0.689 -1.770 -0.325 0.07
N 2.592238 0.745835 1.511666 1.647 1.122 2.539 -0.43
O 1.722138 1.513545 1.253506 -1.838 0.796 -0.632 0.09
O 3.387738 0.313205 0.724406 0.559 -0.991 -0.841 0.06
H 3.197938 -0.533735 2.998546 0.656 0.210 0.195 0.08
H 1.976458 0.495465 3.586236 -0.065 0.711 -0.365 0.08
H 3.627058 1.207585 3.405586 -0.074 -0.020 -0.572 0.11
C -2.665002 -4.344255 -2.142804 0.393 -0.890 0.946 0.04
N -2.479502 -2.994885 -2.598954 -0.004 3.002 -1.986 -0.44
O -2.663362 -2.074715 -1.815564 0.121 -0.617 0.607 0.04
O -2.188162 -2.754325 -3.775144 -0.067 -1.184 1.050 0.06
H -3.499112 -4.331305 -1.441234 -0.361 -0.219 -0.618 0.11
H -1.829152 -4.547905 -1.473474 0.372 -0.172 -0.283 0.09
H -2.671812 -5.021515 -2.996834 -0.290 0.111 0.345 0.11
C -3.867662 2.668885 0.309856 1.066 -0.013 0.923 -0.22
C -3.854382 4.104025 -0.343614 -1.600 -0.792 1.476 -0.18
C -4.273622 5.043285 0.889506 1.873 -1.072 -0.939 -0.17
S -3.151922 4.358875 2.255336 -3.128 -0.754 1.419 0.72
O -4.077012 4.130035 3.409246 1.893 0.274 -1.865 -0.39
O -1.956602 5.142225 2.454326 -0.285 -0.358 -0.404 -0.33
C -2.831732 2.704795 1.456926 0.864 0.795 -0.295 -0.22
H -3.737172 1.843135 -0.389584 0.590 0.189 -0.166 0.10
H -4.772022 2.364535 0.836746 -0.676 0.780 -0.365 0.11
H -4.581422 4.006765 -1.149874 -0.215 0.790 0.083 0.10
H -2.909002 4.371315 -0.815754 0.127 -0.091 0.395 0.10
H -5.321502 4.916775 1.161586 0.278 -0.195 0.197 0.09
H -4.019242 6.101185 0.824486 0.042 -0.122 -0.241 0.09
H -2.809952 1.925735 2.218956 -0.788 0.152 0.097 0.09
H -1.796122 2.710545 1.116956 0.030 0.390 -0.371 0.08
C -1.116812 -2.085565 2.419286 0.945 1.777 -0.063 -0.19
C -1.236832 -3.576915 2.004996 1.123 0.312 -0.767 -0.17
C -0.074602 -4.363095 2.728286 -1.552 0.069 0.838 -0.19
S 1.131838 -3.108085 3.308006 -0.444 -1.296 0.900 0.72
O 2.022688 -2.779415 2.179396 -0.744 -0.148 1.445 -0.34
O 1.608908 -3.514565 4.640036 0.346 0.543 -1.947 -0.34
C -0.122892 -1.868985 3.582986 -0.072 -0.882 0.338 -0.23
H -2.036562 -1.580395 2.714186 -0.289 -0.512 -0.112 0.11
H -0.722432 -1.447585 1.628366 -0.115 -0.261 -0.430 0.09
H -1.093462 -3.786555 0.945006 0.287 0.828 -0.257 0.08
H -2.300442 -3.800305 2.088266 0.298 -1.043 1.068 0.11
H 0.433348 -5.208865 2.264856 -0.028 0.508 -0.747 0.09
H -0.555112 -4.832965 3.586436 0.522 0.309 0.626 0.10
H 0.325828 -0.907335 3.831956 -0.090 0.198 -0.913 0.09
H -0.526232 -2.156445 4.553956 -0.199 -0.395 -0.057 0.11
C 4.060478 -4.570935 0.219776 -0.846 0.551 -2.470 -0.01
C 3.587818 -3.636255 -0.907124 0.190 1.018 2.751 -0.35
O 2.182238 -3.767525 -0.804904 -1.004 1.068 -0.734 0.10
C 1.903338 -5.053645 -0.445924 0.411 1.751 2.076 -0.58
O 0.851588 -5.568195 -0.238974 -0.689 0.257 -1.276 0.16
O 3.028588 -5.544575 -0.020954 2.551 -3.245 1.976 0.08
F 3.867438 -3.955335 -2.147684 1.225 -0.821 -1.737 0.13
H 3.997898 -4.041265 1.170366 -0.566 -0.316 0.093 0.13
H 5.094698 -4.881925 0.072266 -0.395 -0.792 -0.173 0.15
H 4.039548 -2.677965 -0.650754 -1.043 0.728 -0.489 0.17
C 1.135388 -0.491155 -1.500194 -1.202 -0.530 -0.413 -0.06
C -0.141792 0.359885 -1.499844 1.644 -1.178 1.993 -0.25
O 0.431538 1.649775 -1.733994 -2.184 1.088 1.530 0.12
C 1.523228 1.545305 -2.445534 -0.661 1.434 -6.395 -0.50
O 1.843398 2.426085 -3.321744 -0.101 -3.792 4.547 0.07
O 1.767648 0.211465 -2.543744 3.283 0.616 -0.437 0.07
F -0.671062 0.336385 -0.240684 -0.529 0.371 -0.529 0.05
H 1.050918 -1.536895 -1.795814 -0.440 0.178 -0.380 0.14
H 1.641258 -0.553035 -0.536674 0.202 0.820 -0.098 0.11
H -0.858362 0.024285 -2.249504 -0.294 0.596 0.048 0.16

=====

Record 2
58
Properties=species:S:1:pos:R:3:forces:R:3:lowdin_charge:R:1 method="wB97M-V/def2-TZVPD" mol_weight_da=349.5 homo_lumo_gap_ha=0.143 lumo_energy_ev=2.569 max_force_ev_per_a=4.4 e_tot_ev=-32168.5981 charge=-1
O 2.335278 2.483403 2.276919 3.382 1.777 2.260 0.11
C 1.477683 2.015928 1.652543 -2.975 -0.747 -0.995 -0.42
O 1.657870 1.487393 0.454557 0.450 -0.707 -0.730 -0.02
C 1.566908 0.053468 0.386122 -0.365 -0.299 -0.850 -0.18
C 0.183541 -0.507659 0.164593 0.207 -0.155 0.568 -0.20
C -0.800245 -0.325495 1.322631 -0.547 -0.120 -0.516 -0.22
C -2.026195 0.568035 1.038427 0.638 1.035 0.141 -0.30
C -1.766619 1.742568 0.096392 0.403 -0.371 -0.456 -0.25
F -3.095703 1.982261 -0.529118 -0.181 0.172 0.001 -0.27
H 0.452404 2.063408 2.022682 -0.504 -0.273 -0.243 0.13
H 2.073264 -0.424412 1.217969 0.052 0.170 0.606 0.11
H 2.142600 -0.219597 -0.487966 0.345 0.120 -0.328 0.11
H -0.179086 -0.134697 -0.779253 -0.450 0.332 -0.112 0.09
H 0.341035 -1.576316 0.043999 0.214 -0.336 -0.142 0.09
H -1.185969 -1.310912 1.561950 -0.107 -0.329 0.271 0.08
H -0.297253 -0.006149 2.223656 0.355 0.228 0.300 0.08
H -2.800552 -0.033680 0.592826 -0.374 -0.260 -0.228 0.08
H -2.390006 0.946532 2.002909 -0.342 -0.413 0.332 0.07
H -1.607614 2.651458 0.699775 -0.204 0.148 0.102 -0.01
C 0.334524 -4.430226 -3.220520 -0.060 -0.016 -0.128 -0.18
C 1.788657 -3.986777 -3.327932 0.096 -0.058 0.103 -0.18
C 1.639949 -2.477934 -3.467556 -0.113 0.089 -0.063 -0.21
O 0.462790 -2.117690 -2.748422 0.092 -0.167 -0.124 -0.14
C -0.273997 -3.292834 -2.411620 0.034 0.069 0.162 -0.21
H 0.204448 -5.403078 -2.747229 0.008 0.011 0.022 0.11
H -0.118598 -4.470654 -4.214597 -0.004 -0.004 0.013 0.11
H 2.321099 -4.228005 -2.404540 0.001 0.012 -0.008 0.11
H 2.328211 -4.438867 -4.160223 -0.015 0.013 -0.013 0.11
H 1.507092 -2.186455 -4.516114 0.082 -0.025 -0.022 0.12
H 2.491512 -1.929577 -3.061569 -0.036 0.049 0.020 0.11
H -0.167532 -3.469412 -1.335790 -0.054 -0.054 0.000 0.11
H -1.329315 -3.130452 -2.631805 0.007 0.077 0.012 0.12
C 5.422615 -2.847941 3.422933 0.091 -0.109 -0.038 -0.18
C 5.552528 -1.744074 2.379007 -0.054 0.116 0.103 -0.17
C 4.595495 -2.226532 1.299741 0.014 -0.092 -0.126 -0.21
O 3.561464 -2.953747 1.967612 0.107 -0.005 0.047 -0.14
C 3.943088 -3.193608 3.322909 -0.117 0.134 0.019 -0.21
H 5.718665 -2.542508 4.425885 -0.022 0.016 0.001 0.11
H 6.031029 -3.709301 3.134445 -0.010 -0.001 0.017 0.11
H 5.203040 -0.795654 2.792882 0.000 0.003 -0.031 0.12
H 6.568052 -1.601323 2.011681 -0.002 -0.024 -0.012 0.11
H 5.093722 -2.906693 0.598756 0.054 0.057 -0.018 0.12
H 4.153855 -1.405959 0.734645 -0.067 -0.040 -0.007 0.10
H 3.340195 -2.547350 3.969728 0.032 -0.028 0.061 0.12
H 3.731976 -4.233193 3.578469 -0.043 -0.007 -0.052 0.11
C -5.115806 6.073373 -1.156760 0.084 0.052 0.024 -0.18
C -4.967163 4.604683 -1.539921 -0.107 0.013 -0.138 -0.17
C -5.195532 3.910998 -0.209944 0.111 0.068 0.227 -0.20
O -6.110335 4.752057 0.532073 -0.023 0.102 -0.164 -0.15
C -6.228628 6.013050 -0.118299 -0.087 -0.160 0.007 -0.23
H -5.356742 6.726553 -1.996553 -0.016 0.000 0.007 0.10
H -4.191960 6.433223 -0.697664 -0.008 -0.001 0.001 0.11
H -5.749501 4.326589 -2.252979 0.010 0.004 0.002 0.11
H -4.002741 4.354671 -1.976330 0.024 -0.055 0.078 0.11
H -4.267980 3.822422 0.352857 0.023 -0.093 -0.042 0.11
H -5.623968 2.917441 -0.318793 -0.016 -0.004 0.082 0.11
H -7.216647 6.068132 -0.594890 0.013 0.103 -0.034 0.11
H -6.158900 6.811117 0.624813 -0.028 -0.019 0.033 0.11

=====

Record 3
68
Properties=species:S:1:pos:R:3:forces:R:3:lowdin_charge:R:1 method="wB97M-V/def2-TZVPD" mol_weight_da=863.8 homo_lumo_gap_ha=0.139 lumo_energy_ev=3.543 max_force_ev_per_a=0.5 e_tot_ev=-324268.0135 charge=-2
Rb 0.021313 -0.143737 0.658469 0.035 -0.352 0.421 0.34
N 5.642780 0.227581 0.877411 0.058 0.033 -0.042 0.02
C 4.355187 0.371393 0.414161 0.007 0.157 -0.057 -0.94
S 3.374822 1.525192 1.187675 -0.182 -0.230 0.040 0.52
N 4.125617 -0.391331 -0.651898 0.081 -0.143 0.035 -0.07
N 2.848754 -0.631663 -0.981395 -0.119 0.182 -0.179 -0.02
C 2.704420 -1.105020 -2.171518 0.064 -0.058 0.115 -0.15
C 1.449266 -1.635342 -2.692281 -0.038 0.017 -0.055 -0.29
C 1.464819 -2.268684 -3.944149 0.009 0.041 0.012 -0.05
C 0.305464 -2.828992 -4.439935 -0.039 -0.018 0.010 -0.09
C -0.857442 -2.750116 -3.685412 0.037 -0.003 -0.028 -0.09
C -0.794366 -2.087413 -2.467933 -0.056 0.020 -0.014 -0.16
N 0.315898 -1.541816 -1.982909 0.054 0.038 0.096 0.05
H 6.004695 0.994501 1.415271 -0.024 -0.011 0.013 0.05
H 6.271732 -0.260914 0.260522 -0.004 -0.003 -0.002 0.07
H 3.581299 -1.203582 -2.815320 0.005 -0.057 0.033 0.10
H 2.393017 -2.320385 -4.498796 0.003 -0.003 -0.007 0.10
H 0.308134 -3.329793 -5.401140 -0.003 0.004 -0.005 0.10
H -1.790162 -3.177767 -4.028119 -0.008 0.001 0.008 0.10
H -1.680646 -1.971363 -1.851176 -0.003 -0.008 0.016 0.07
Se -0.319005 -3.831751 5.060786 -0.059 -0.086 0.052 -0.43
Se -0.759843 -1.961324 3.761055 0.026 0.022 -0.149 -0.39
Se -2.387670 -0.709199 4.978347 0.008 0.023 0.016 -0.24
Se -2.282616 1.283278 3.752191 0.022 0.020 -0.095 -0.26
C -4.745509 -0.766554 1.974349 0.065 0.000 0.046 -0.09
C -3.843079 -0.908379 0.844861 0.026 0.097 0.054 -0.26
N -3.122919 -1.008953 -0.043924 0.057 -0.082 -0.159 0.14
H -4.139306 -0.596316 2.870383 -0.031 -0.066 0.061 -0.05
H -5.349723 -1.666526 2.078880 0.028 -0.015 0.036 0.08
H -5.385501 0.101513 1.827091 0.007 0.007 -0.021 0.08
C 1.218535 4.136087 2.572987 0.033 -0.019 0.038 -0.14
O 1.115473 4.278083 1.151429 0.024 -0.015 0.073 -0.35
P 0.250170 3.128050 0.400497 -0.160 0.386 -0.243 0.73
O -1.199218 3.869045 0.316494 0.054 0.055 -0.045 -0.34
C -2.360374 3.055041 0.528236 -0.024 0.030 -0.005 -0.17
O 0.703683 3.499336 -1.125452 0.000 0.113 -0.044 -0.37
C 2.037145 3.207053 -1.547262 0.012 -0.044 -0.022 -0.17
H 1.992138 4.826250 2.903889 -0.004 -0.001 -0.002 0.08
H 1.504953 3.119428 2.848002 -0.018 -0.004 0.009 0.05
H 0.270810 4.382845 3.055002 0.006 -0.011 0.007 0.08
H -3.218533 3.725630 0.499954 0.004 0.001 0.008 0.08
H -2.328752 2.551197 1.493274 -0.022 -0.041 0.036 -0.05
H -2.466062 2.305265 -0.260426 0.013 0.006 0.029 0.02
H 2.148010 3.641041 -2.542142 0.006 -0.003 0.000 0.08
H 2.211941 2.130066 -1.591209 0.007 0.015 0.012 0.05
H 2.767288 3.641560 -0.865236 -0.004 0.004 -0.019 0.06
C -0.474688 2.130274 -5.166770 0.005 -0.003 0.015 -0.15
C -0.476816 1.657394 -3.716107 -0.026 -0.025 -0.004 -0.41
P -2.095360 1.294949 -2.896500 0.099 0.040 -0.130 0.98
C -2.955233 2.913978 -3.170922 0.005 -0.024 0.004 -0.42
C -4.353312 2.966816 -2.557397 -0.012 -0.019 -0.019 -0.16
C -2.879418 0.239407 -4.207176 -0.043 0.033 0.051 -0.43
C -4.088696 -0.551838 -3.711299 0.016 -0.012 0.014 -0.17
H 0.550347 2.262448 -5.521227 0.005 0.010 -0.006 0.06
H -0.983700 3.089032 -5.278172 -0.013 0.001 -0.007 0.06
H -0.959261 1.412612 -5.830968 -0.007 -0.011 -0.007 0.05
H -0.000171 2.399614 -3.074884 0.030 0.006 0.022 0.04
H 0.117891 0.744343 -3.616081 -0.001 -0.006 0.006 0.06
H -3.008845 3.141660 -4.240049 0.026 0.021 0.002 0.06
H -2.316147 3.670558 -2.704914 0.001 0.000 0.020 0.08
H -5.031345 2.268288 -3.050449 -0.006 0.009 -0.013 0.05
H -4.785680 3.965657 -2.648638 0.001 0.007 0.001 0.06
H -4.328010 2.708004 -1.499092 -0.016 -0.013 -0.007 0.05
H -2.100929 -0.459769 -4.524057 0.011 0.021 -0.025 0.05
H -3.140656 0.850583 -5.077161 -0.007 -0.025 -0.017 0.07
H -3.844640 -1.098693 -2.799222 -0.001 -0.004 0.009 0.04
H -4.426148 -1.267370 -4.465608 -0.015 -0.004 -0.002 0.06
H -4.930099 0.101161 -3.476057 -0.002 -0.004 0.012 0.05